{"formula": "C2H3BrO2", "method": "ωB97M-V with the def2-TZVPD basis set", "species": ["C", "C", "O", "O", "Br", "H", "H", "H"], "positions_angstrom": [[-0.43, -0.31, -0.43], [-0.03, 0.74, 0.49], [-0.26, -1.61, 0.05], [-1.54, -1.01, 0.02], [2.91, 0.20, -0.37], [-0.44, -0.29, -1.43], [0.04, 0.55, 1.49], [-0.25, 1.73, 0.18]], "lowdin_charge": [-0.4566, 0.1371, 0.0170, 0.0314, 0.0363, 0.1120, 0.0562, 0.0667], "homo_energy_ha": [-0.3931, -0.3673], "charge": 0, "max_force_ev_per_a": 3.669}

{"formula": "C22H14F3NO8Ta", "method": "ωB97M-V with the def2-TZVPD basis set", "species": ["Ta", "O", "C", "C", "C", "N", "C", "C", "C", "O", "O", "C", "O", "O", "H", "H", "H", "O", "C", "C", "O", "O", "C", "C", "C", "C", "C", "C", "C", "C", "C", "C", "C", "C", "H", "H", "H", "H", "H", "H", "H", "H", "H", "H", "H", "F", "C", "F", "F"], "positions_angstrom": [[1.41, -0.12, 1.76], [-2.39, -5.04, 1.99], [-1.56, -4.01, 1.88], [-0.47, -3.98, 0.99], [0.31, -2.85, 0.98], [0.04, -1.82, 1.76], [-0.97, -1.83, 2.62], [-1.81, -2.91, 2.72], [-1.02, -0.56, 3.44], [-1.83, -0.29, 4.26], [0.03, 0.25, 3.08], [1.55, -2.61, 0.16], [2.01, -3.37, -0.62], [2.06, -1.38, 0.46], [-2.15, -5.77, 1.40], [-0.23, -4.82, 0.35], [-2.63, -2.92, 3.42], [-0.20, 0.70, 0.45], [0.31, 1.57, -0.65], [1.55, 2.24, -0.04], [2.01, 3.27, -0.40], [2.09, 1.48, 0.95], [0.71, 0.63, -1.77], [1.88, 0.83, -2.49], [2.23, -0.06, -3.50], [1.42, -1.15, -3.79], [0.24, -1.34, -3.07], [-0.11, -0.46, -2.07], [-0.78, 2.56, -0.97], [-1.41, 2.60, -2.21], [-2.43, 3.51, -2.44], [-2.83, 4.38, -1.44], [-2.20, 4.35, -0.20], [-1.17, 3.46, 0.03], [-0.95, 1.15, 0.86], [2.52, 1.67, -2.29], [3.14, 0.09, -4.06], [1.70, -1.84, -4.57], [-0.40, -2.18, -3.31], [-1.03, -0.60, -1.52], [-1.09, 1.92, -3.00], [-2.91, 3.53, -3.41], [-3.62, 5.09, -1.63], [-2.50, 5.05, 0.57], [-0.65, 3.48, 0.98], [4.19, -0.39, 3.12], [2.92, -0.17, 3.35], [2.26, -1.54, 3.27], [2.76, 0.22, 4.59]], "lowdin_charge": [1.9729, 0.1411, -0.2434, 0.1215, -0.1391, 0.0034, -0.1323, 0.1329, -0.4530, 0.2064, -0.1741, -0.4521, 0.2049, -0.1551, 0.1416, 0.1497, 0.1554, -0.1071, -0.2621, -0.4778, 0.2140, -0.1598, -0.1844, 0.0055, -0.0390, -0.0542, -0.0591, -0.0452, -0.1496, 0.0036, -0.0453, -0.0546, -0.0487, -0.0251, 0.1336, 0.1262, 0.1166, 0.1145, 0.1132, 0.1247, 0.1216, 0.1148, 0.1143, 0.1154, 0.1315, 0.1481, -0.5236, -0.0991, 0.1564], "homo_energy_ha": -0.4574, "charge": 1, "max_force_ev_per_a": 0.462}

Summary of energy relative to the best compared isomer or geometry (same formula, charge and spin) in kJ/mol
650.40 41.31
(order as listed above)